# 1
80
Properties=species:S:1:pos:R:3:forces:R:3:mulliken_spin:R:1 method="wB97M-V/def2-TZVPD" homo_energy_ev="-10.24 / -10.24" multiplicity=5 charge=+1 total_energy_ha=-4309.6553
Co 0.823 0.816 -0.736 0.109 0.020 -0.009 2.763
C 5.934 -0.908 -1.669 -0.015 -0.040 0.029 0.005
S 5.532 -0.421 0.018 -0.024 -0.021 -0.004 -0.021
C 3.899 0.170 -0.116 0.074 0.125 0.034 -0.058
S 3.111 0.330 -1.660 -0.075 -0.028 0.004 0.749
N 3.377 0.525 1.020 -0.004 -0.046 0.024 0.184
N 2.064 0.896 0.958 -0.077 -0.103 -0.045 -0.028
C 1.474 1.070 2.081 -0.015 0.020 -0.064 0.031
C 0.032 1.360 2.051 0.036 -0.019 0.000 0.040
C -0.682 1.653 3.199 0.054 -0.022 0.017 0.025
C -2.047 1.874 3.090 -0.039 0.000 -0.010 -0.006
C -2.646 1.792 1.845 0.020 0.013 0.016 0.014
C -1.858 1.503 0.739 0.006 0.010 0.015 0.013
N -0.549 1.298 0.842 -0.042 0.015 -0.047 0.027
H 6.904 -1.395 -1.586 0.011 0.013 -0.015 0.000
H 6.012 -0.049 -2.329 -0.001 0.001 -0.001 -0.002
H 5.207 -1.623 -2.047 0.003 0.005 -0.007 -0.004
H 2.013 0.981 3.019 -0.007 0.007 0.010 -0.001
H -0.175 1.688 4.153 -0.012 0.007 0.008 0.000
H -2.635 2.101 3.969 0.002 0.002 0.003 0.000
H -3.709 1.946 1.722 -0.002 -0.002 -0.005 0.001
H -2.274 1.408 -0.256 0.003 -0.011 -0.001 0.001
C -1.711 -3.028 5.157 -0.003 0.000 0.002 0.000
N -0.484 -2.933 4.375 0.002 -0.038 0.049 0.000
C 0.679 -2.520 5.140 0.004 0.001 -0.006 0.000
C -0.504 -2.811 3.024 0.032 0.109 -0.032 0.000
S 0.653 -1.907 2.196 -0.030 -0.023 -0.027 0.012
N -1.511 -3.455 2.381 -0.006 -0.049 -0.002 0.000
C -1.754 -3.200 0.972 -0.005 0.013 -0.008 0.002
C -1.969 -4.771 2.820 -0.004 0.001 -0.003 0.000
H -1.728 -2.210 5.881 -0.004 0.001 -0.001 0.000
H -1.774 -3.969 5.706 -0.003 -0.002 -0.002 0.000
H -2.580 -2.932 4.512 0.001 -0.002 0.000 0.000
H 0.669 -3.055 6.090 -0.002 -0.001 -0.002 0.000
H 0.666 -1.445 5.340 0.004 0.011 -0.007 0.000
H 1.588 -2.759 4.598 0.004 0.000 -0.004 0.000
H -1.689 -2.136 0.761 0.005 -0.017 0.014 -0.001
H -2.758 -3.552 0.733 -0.007 0.004 -0.010 0.000
H -1.033 -3.729 0.342 0.011 0.004 -0.011 0.000
H -1.422 -5.093 3.701 0.004 0.004 0.003 0.000
H -1.778 -5.492 2.021 -0.006 0.000 0.006 0.000
H -3.038 -4.773 3.039 0.002 -0.005 0.007 0.000
O -1.976 -0.449 -1.692 -0.009 0.016 -0.040 -0.001
C -1.045 -1.216 -1.838 0.000 -0.041 0.094 0.034
N 0.280 -0.891 -1.601 -0.003 0.016 0.066 -0.016
C 1.068 -1.979 -1.837 -0.016 0.056 -0.021 0.002
O 2.294 -2.010 -1.756 0.009 -0.017 0.001 0.141
C 0.197 -3.126 -2.241 0.036 0.002 0.013 0.042
C 0.499 -4.435 -2.544 -0.013 -0.017 -0.003 0.003
C -0.567 -5.270 -2.876 0.001 0.020 0.002 0.001
C -1.874 -4.791 -2.904 0.012 0.003 0.005 0.000
C -2.163 -3.462 -2.596 -0.024 -0.013 -0.009 -0.003
C -1.103 -2.650 -2.262 0.013 -0.001 -0.024 -0.007
H 1.518 -4.796 -2.520 0.002 -0.005 -0.002 0.000
H -0.378 -6.306 -3.120 -0.003 -0.002 -0.001 0.000
H -2.678 -5.464 -3.172 0.000 -0.005 0.000 0.000
H -3.176 -3.083 -2.614 0.001 0.002 0.000 0.000
C 0.309 6.329 -0.935 0.003 -0.007 0.002 0.001
C 0.304 5.262 0.140 0.015 0.006 -0.012 -0.001
N 0.699 4.003 -0.469 -0.030 -0.030 0.037 0.003
C 0.308 3.597 -1.708 -0.007 0.002 -0.003 0.007
N 0.479 2.337 -2.027 -0.030 0.053 -0.023 0.025
C 0.196 1.893 -3.396 0.016 -0.013 0.022 0.011
C 0.245 3.032 -4.392 -0.007 -0.008 -0.008 0.000
C -0.631 4.156 -3.881 0.001 -0.009 -0.005 0.000
N -0.191 4.539 -2.545 0.027 0.014 0.000 0.005
C -0.566 5.872 -2.085 0.001 0.005 0.008 0.001
H 1.330 6.486 -1.285 -0.001 0.006 -0.002 0.000
H -0.066 7.273 -0.540 -0.001 0.001 0.000 0.000
H -0.688 5.186 0.600 -0.001 0.006 -0.004 0.000
H 1.021 5.497 0.925 -0.008 -0.004 0.006 0.000
H 1.037 3.271 0.132 0.021 0.012 -0.017 0.007
H -0.787 1.412 -3.420 0.007 -0.007 -0.005 -0.005
H 0.929 1.127 -3.656 -0.008 -0.004 -0.002 0.006
H -0.104 2.697 -5.369 0.002 -0.002 -0.001 0.001
H 1.270 3.393 -4.506 -0.002 0.009 0.002 0.000
H -1.684 3.853 -3.868 0.002 -0.001 0.002 0.000
H -0.548 5.038 -4.516 -0.007 -0.003 0.004 0.000
H -1.621 5.880 -1.786 -0.001 0.004 -0.004 0.000
H -0.465 6.550 -2.933 -0.003 0.000 0.000 0.000

=====

# 2
78
Properties=species:S:1:pos:R:3:forces:R:3:mulliken_spin:R:1 method="wB97M-V/def2-TZVPD" homo_energy_ev="0.37 / -8.42" multiplicity=2 charge=-1 total_energy_ha=-2290.3974
C 11.212 -20.146 -19.190 -0.707 -0.520 -0.566 0.007
C 12.006 -19.285 -18.282 0.496 -0.894 0.614 -0.077
C 11.232 -18.210 -17.647 -0.897 1.922 0.227 0.277
O 11.368 -18.403 -16.246 -1.118 1.091 0.877 -0.129
C 12.157 -19.412 -15.956 1.255 -0.865 0.130 0.042
O 12.645 -19.632 -14.859 -1.173 -0.139 -2.410 -0.043
O 12.336 -20.114 -17.141 1.492 -0.046 1.122 -0.019
H 10.326 -20.491 -18.657 -0.134 0.165 0.119 -0.006
H 11.706 -21.071 -19.487 0.362 0.316 -0.225 0.001
H 10.863 -19.574 -20.049 0.133 -0.133 -0.196 -0.007
H 12.849 -18.756 -18.729 0.688 -1.022 -0.089 -0.008
H 10.206 -18.208 -18.015 -0.271 0.051 0.699 0.050
H 11.667 -17.226 -17.822 -0.197 0.043 -0.215 -0.010
C 1.809 -15.253 -14.909 -0.814 0.299 1.860 0.088
C 3.265 -15.502 -14.709 -0.710 -0.787 0.031 0.933
C 3.704 -16.114 -13.346 -1.657 2.763 0.451 0.969
O 4.606 -17.081 -13.697 2.068 -0.895 1.580 -0.429
C 4.464 -17.419 -14.931 -0.043 -2.203 -3.478 -0.059
O 5.012 -18.360 -15.506 -1.154 2.249 1.331 -0.068
O 3.517 -16.609 -15.498 1.880 -2.460 -2.126 -0.220
H 1.412 -15.127 -15.916 0.679 0.616 -0.013 -0.005
H 1.669 -14.436 -14.201 -0.949 0.617 -0.471 -0.175
H 1.214 -16.075 -14.511 0.173 -0.246 0.171 0.026
H 3.833 -14.659 -15.103 0.430 0.122 0.543 -0.278
H 2.877 -16.591 -12.820 -0.232 0.117 -0.043 0.057
H 4.139 -15.346 -12.706 0.336 -0.185 0.158 -0.442
C 8.453 -13.875 -10.955 0.125 0.964 -0.931 0.478
C 9.129 -12.929 -11.980 -0.616 0.238 0.318 1.285
C 10.302 -12.005 -11.539 -2.583 0.245 0.887 0.251
O 11.335 -12.223 -12.460 0.572 0.524 0.449 -0.216
C 11.050 -13.289 -13.169 0.161 -3.150 -1.556 0.503
O 11.832 -13.907 -13.880 -1.601 1.462 1.154 -0.036
O 9.750 -13.696 -12.946 3.045 -1.608 -1.850 -0.729
H 7.702 -13.332 -10.383 0.254 0.079 0.382 -0.710
H 9.184 -14.413 -10.351 -0.058 0.121 0.121 0.110
H 7.865 -14.591 -11.529 0.075 -0.162 -0.085 0.372
H 8.411 -12.423 -12.626 -0.661 0.667 0.912 -0.739
H 10.524 -12.288 -10.510 0.761 0.289 -0.091 -0.027
H 9.936 -10.981 -11.618 0.458 0.165 0.258 -0.201
C 8.688 -18.600 -6.701 -0.340 -0.838 0.826 0.054
C 7.499 -18.935 -5.793 0.364 1.500 -1.970 -0.027
C 6.175 -18.304 -6.329 2.539 -1.702 0.790 0.124
O 5.295 -19.404 -6.028 -2.512 1.022 0.294 -0.040
C 5.953 -20.536 -5.788 -2.738 -4.363 0.890 0.009
O 5.504 -21.688 -5.519 0.858 4.625 -1.117 0.000
O 7.204 -20.305 -5.898 3.520 -0.751 0.400 0.000
H 8.558 -19.025 -7.697 -0.109 0.182 -0.007 -0.008
H 9.505 -19.124 -6.205 0.560 0.403 -0.365 0.002
H 8.836 -17.522 -6.765 0.178 -0.110 0.052 -0.009
H 7.790 -18.691 -4.771 -0.515 -0.007 0.221 -0.011
H 6.320 -18.229 -7.407 -0.581 0.335 -0.001 -0.035
H 6.078 -17.351 -5.809 -1.212 -0.263 -0.134 -0.002
C 8.098 -16.637 -14.547 0.208 -0.275 -0.097 0.423
C 8.892 -17.703 -13.751 -1.181 1.652 -0.477 -0.174
C 10.239 -17.261 -13.257 0.887 0.458 1.206 -0.135
O 10.069 -17.195 -11.819 1.763 0.728 -0.298 -0.092
C 8.879 -17.580 -11.476 -0.950 -0.066 2.734 0.250
O 8.502 -17.634 -10.319 0.190 -0.046 -0.957 0.010
O 8.145 -17.879 -12.509 -0.822 -1.294 -1.721 -0.077
H 7.085 -16.989 -14.745 0.235 -0.270 -0.228 -0.213
H 8.606 -16.377 -15.476 0.007 -0.329 -0.226 0.126
H 7.956 -15.670 -14.066 0.373 -0.144 0.635 -0.074
H 9.031 -18.604 -14.349 -0.685 -0.313 0.403 -0.005
H 10.523 -16.254 -13.562 0.146 -0.195 -0.306 0.042
H 11.040 -17.992 -13.369 -0.049 0.183 -0.613 0.043
C 13.076 -18.999 -11.701 0.487 -0.304 0.005 -0.024
C 14.202 -19.989 -11.231 -3.592 1.712 -0.685 0.007
C 14.401 -21.289 -12.064 1.602 2.629 2.402 -0.001
O 15.870 -21.167 -12.088 0.413 -2.394 -1.084 -0.002
C 16.382 -20.030 -11.613 2.575 1.092 -1.393 0.005
O 17.571 -19.689 -11.669 -3.207 -1.299 0.474 0.000
O 15.381 -19.256 -11.239 1.043 0.874 0.594 -0.006
H 12.976 -18.161 -11.011 -0.388 -0.499 0.591 0.009
H 12.153 -19.551 -11.881 -0.182 0.157 0.432 0.001
H 13.247 -18.431 -12.616 0.697 -0.699 -0.414 0.007
H 13.975 -20.237 -10.194 0.041 -0.194 0.072 0.002
H 13.917 -21.285 -13.041 0.435 -0.228 0.044 0.006
H 14.125 -22.032 -11.316 0.073 -0.779 -1.025 -0.002

=====

# 3
14
Properties=species:S:1:pos:R:3:forces:R:3:mulliken_charge:R:1 method="wB97M-V/def2-TZVPD" homo_energy_ev=-9.30 smiles="O=C[C@H]1[C@H]2CCN21" multiplicity=1 charge=0 total_energy_ha=-324.6092
O 0.826 1.212 1.780 0.527 0.149 -0.624 -0.519
C 1.183 1.268 0.620 -0.022 0.218 0.531 -0.119
C 0.443 0.894 -0.632 0.167 0.411 0.172 0.095
C 0.062 -0.467 -1.095 0.116 -0.128 -0.057 -0.130
C -0.230 -1.423 0.039 0.024 0.124 0.313 -0.634
C -1.126 -0.259 0.641 -0.494 -0.370 -0.288 -0.382
N -0.967 0.503 -0.660 -0.196 0.356 0.063 -0.559
H 2.157 1.734 0.429 0.308 -0.006 -0.321 0.377
H 0.719 1.558 -1.451 -0.070 -0.028 0.155 0.359
H 0.206 -0.711 -2.151 -0.062 -0.035 0.399 0.358
H 0.606 -1.845 0.598 -0.001 0.146 0.037 0.242
H -0.825 -2.261 -0.368 0.009 0.461 0.499 0.286
H -0.834 0.417 1.481 -0.200 -1.465 -0.673 0.343
H -2.146 -0.605 0.788 -0.105 0.167 -0.205 0.282

=====

Which of these has the highest multiplicity?
C28H37CoN9O2S3

=====

Which value of multiplicity does entry 2 give?
2